[1]
Molecular formula: C41H50F4FeN4PSSb2
Method: DFT, wB97M-V/def2-TZVPD

Each line ends with the Mulliken charge.
Geometry (Å):
Fe: 0.91688 -1.61760 -0.16899  1.017
C: -2.19639 -2.17634 -0.34141  -1.891
N: -0.90465 -2.38607 -1.02567  1.931
C: -0.97840 -1.95843 -2.43436  -0.594
C: -0.66291 -3.85403 -0.96236  -0.979
C: 0.71546 -4.21376 -1.49621  -1.434
N: 1.51442 -3.01971 -1.34657  1.287
C: 2.50809 -2.79132 -2.25158  -0.354
C: 2.88602 -1.47340 -2.52747  -0.634
F: 2.18172 -0.49835 -1.88092  0.599
C: 3.86966 -1.11463 -3.41491  -0.110
F: 4.13288 0.18770 -3.59319  -0.277
C: 4.56831 -2.07954 -4.11411  -0.762
C: 4.22039 -3.39496 -3.87138  0.174
F: 4.87772 -4.37348 -4.49885  -0.324
C: 3.23196 -3.75241 -2.97110  0.655
F: 3.02740 -5.06153 -2.73388  -0.380
H: -2.95830 -2.82690 -0.79137  0.200
H: -1.83749 -0.09530 -0.48562  -2.873
H: -2.04806 -2.50599 0.68257  -0.400
H: -1.78710 -2.48971 -2.94912  0.389
H: -0.03705 -2.16940 -2.93472  0.142
H: -1.15470 -0.88533 -2.50105  -0.805
H: -1.43921 -4.41244 -1.50064  0.459
H: -0.73302 -4.12078 0.08345  0.356
H: 0.68314 -4.49234 -2.55226  0.535
H: 1.07661 -5.08951 -0.94753  0.362
H: 5.34668 -1.82290 -4.81625  0.539
C: 1.64713 2.72711 -2.52385  -1.389
C: 1.96709 3.19505 -1.10212  -0.310
C: 2.23058 2.08174 -0.08814  -0.213
Sb: 0.55026 0.90491 0.61632  -2.100
C: -0.83990 2.53413 0.74528  2.090
C: -0.38283 3.69203 1.37465  -0.739
C: -1.18709 4.81821 1.44820  -0.838
C: -2.46580 4.79903 0.90513  -0.854
C: -2.93283 3.65091 0.28877  -1.024
C: -2.11827 2.52858 0.20116  -0.226
C: 0.92741 1.02119 2.74473  1.685
C: 0.11616 0.23458 3.55907  -0.320
C: 0.22133 0.28426 4.94285  -0.763
C: 1.14297 1.13181 5.53734  -0.851
C: 1.95188 1.92941 4.74082  -0.923
C: 1.84478 1.87316 3.35747  -0.549
Sb: -0.18129 1.60686 -2.69237  1.225
C: -2.73055 -0.72145 -0.32739  4.227
C: -3.30433 -0.43931 1.03034  -0.138
C: -4.63146 -0.27782 1.25007  -0.771
C: -5.54990 -0.26689 0.17319  -0.890
C: -5.05932 -0.31258 -1.15238  -0.638
C: -3.73727 -0.46609 -1.41419  -0.528
C: -1.51340 3.24564 -2.87776  0.512
C: -1.14012 4.57734 -2.70506  -0.227
C: -2.07675 5.59348 -2.83426  -0.816
C: -3.39715 5.29148 -3.13809  -0.447
C: -3.78203 3.96839 -3.30970  -0.763
C: -2.84526 2.95411 -3.17991  -0.439
H: 2.44699 2.09172 -2.90918  0.395
H: 1.55458 3.58123 -3.19497  0.702
H: 1.17849 3.85608 -0.73550  0.102
H: 2.87935 3.80082 -1.14386  0.566
H: 2.66497 2.51746 0.80917  0.604
H: 2.95649 1.38130 -0.49568  -0.081
H: 0.60209 3.72209 1.82391  0.365
H: -0.81481 5.71202 1.93204  0.481
H: -3.09138 5.68035 0.95889  0.390
H: -3.92322 3.62688 -0.14704  0.493
H: -2.49870 1.66058 -0.31647  0.295
H: -0.60458 -0.43881 3.10961  -0.232
H: -0.41776 -0.33967 5.55525  0.442
H: 1.22855 1.17567 6.61495  0.409
H: 2.66822 2.60143 5.19565  0.462
H: 2.50258 2.50372 2.77292  0.344
H: -2.59925 -0.35366 1.85600  1.140
H: -4.99357 -0.10807 2.25691  0.479
H: -6.60843 -0.16114 0.36107  0.390
H: -5.75321 -0.19791 -1.97558  0.497
H: -3.39283 -0.45325 -2.43951  0.483
H: -0.11962 4.83779 -2.45337  0.244
H: -1.77494 6.62403 -2.69731  0.418
H: -4.12377 6.08605 -3.24600  0.404
H: -4.81095 3.72763 -3.54457  0.427
H: -3.16320 1.92225 -3.31037  0.258
N: -1.29086 -4.33168 4.22430  -0.438
C: -1.36735 -3.29827 3.37207  0.599
N: -2.48547 -2.55628 3.42058  -0.222
S: -0.09339 -2.97958 2.31497  -0.329
H: -2.03251 -4.56537 4.86231  0.188
H: -0.46492 -4.90233 4.21136  0.223
H: -3.22676 -2.74350 4.07398  0.232
H: -2.60662 -1.79463 2.76893  -0.215
C: 4.33343 -2.72924 0.13193  -1.428
P: 3.02175 -1.84283 1.03730  1.428
C: 3.96508 -0.36828 1.54666  -1.371
C: 3.03880 -2.77720 2.59940  -1.632
H: 5.19501 -2.81797 0.79514  0.597
H: 4.63224 -2.19038 -0.76453  0.337
H: 3.99602 -3.72446 -0.15383  0.319
H: 4.90397 -0.68848 2.00104  0.615
H: 3.40226 0.21474 2.27149  0.210
H: 4.19158 0.25718 0.68761  0.337
H: 4.06783 -2.79050 2.96226  0.571
H: 2.69073 -3.79505 2.43913  0.411
H: 2.39300 -2.30329 3.33629  0.279

Calculated values
charge	+1
HOMO (alpha / beta)	-9.3751 / -10.0580	eV
calculated total energy	-127736.8700	eV
largest force on an atom	1.1	eV/Å
ΔE to the lowest compared entry with this formula, charge and spin	2.945	eV
LUMO level (alpha / beta)	-2.40 / -3.47	eV
spin multiplicity	5

---

[2]
Molecular formula: C41H51BN6O2S2Si4Ti
Method: DFT, wB97M-V/def2-TZVPD

Each line ends with the Mulliken charge.
Geometry (Å):
Ti: -0.34490 0.20470 -0.32200  -1.463
C: -0.59840 -0.86610 -4.54890  -0.870
C: -0.85810 -0.81120 -3.18510  -0.758
N: 0.00250 -0.30830 -2.29580  1.395
C: 1.15660 0.23120 -2.76930  -0.549
C: 1.50510 0.22230 -4.14860  1.383
C: 0.58720 -0.36930 -5.04350  -1.211
C: 2.69430 0.83910 -4.56340  -1.075
C: 3.43660 1.55970 -3.65080  -0.898
C: 3.08380 1.62310 -2.31440  -0.872
C: 1.96930 0.92370 -1.81780  0.277
N: 1.48740 0.91680 -0.55340  1.478
C: 1.97280 1.69490 0.46650  -1.021
C: 3.31450 1.99350 0.75080  0.047
C: 3.63860 2.85120 1.78870  -1.347
C: 2.66170 3.45340 2.55720  -1.064
C: 1.30830 3.14470 2.34530  1.493
C: 0.25720 3.69300 3.10800  -1.623
C: -1.03760 3.26730 2.85440  -1.173
C: -1.27790 2.32190 1.87890  -0.339
N: -0.30830 1.79440 1.10540  1.190
C: 0.96890 2.22110 1.32220  -0.446
H: -1.32660 -1.30880 -5.21450  0.457
H: -1.79230 -1.19780 -2.79470  0.329
H: 0.80740 -0.38340 -6.10230  0.399
H: 2.99530 0.79250 -5.60270  0.353
H: 4.31120 2.10340 -3.99240  0.352
H: 3.64320 2.27600 -1.66530  0.682
H: 4.09880 1.50210 0.19920  0.449
H: 4.68200 3.05990 2.00000  0.357
H: 2.92610 4.13280 3.35820  0.362
H: 0.47340 4.42940 3.87000  0.335
H: -1.86470 3.66170 3.42840  0.460
H: -2.28460 1.95180 1.72180  0.491
C: -2.80470 4.94370 -2.99410  -0.818
S: -2.78130 4.66290 -1.19640  -0.149
C: -1.89950 3.07080 -1.23930  0.491
S: -0.37720 3.02050 -1.94360  -0.622
N: -2.64410 2.13300 -0.76290  -1.665
N: -2.21060 0.86050 -0.66250  1.702
C: -3.22490 0.03290 -0.37680  -1.612
C: -3.10120 -1.35170 -0.34630  1.662
C: -4.24770 -2.18390 -0.18520  -1.094
C: -4.13560 -3.53630 -0.30860  -0.796
C: -2.86980 -4.07550 -0.58680  -1.142
C: -1.79170 -3.21250 -0.67230  -1.098
N: -1.85700 -1.89620 -0.55970  0.993
H: -3.07120 5.97970 -3.17700  0.341
H: -1.80610 4.72240 -3.36290  0.212
H: -3.53740 4.27960 -3.44750  0.234
H: -4.21720 0.47990 -0.27530  0.181
H: -5.20130 -1.71680 0.02190  0.473
H: -4.99930 -4.18520 -0.21510  0.369
H: -2.72860 -5.13830 -0.71410  0.488
H: -0.80900 -3.62220 -0.85920  0.611
O: -1.57410 -0.64670 2.45500  -0.291
B: -0.40770 -0.48390 1.66360  1.480
O: 0.69110 -0.40610 2.55550  -0.331
C: 0.20550 -0.50010 3.80690  0.533
C: 0.86750 -0.45380 5.01680  -0.990
C: 0.11080 -0.64780 6.16780  -0.822
C: -1.25360 -0.87620 6.10100  -0.508
C: -1.93200 -0.88720 4.88720  -1.324
C: -1.18650 -0.67770 3.74470  0.515
H: 1.93150 -0.28270 5.05140  0.519
H: 0.59990 -0.61360 7.13300  0.404
H: -1.80700 -1.04790 7.01470  0.377
H: -2.99730 -1.05280 4.83470  0.517
C: 2.79790 -5.45500 -1.96620  -1.442
Si: 2.01300 -3.67650 -2.05350  1.505
C: 0.50370 -4.05770 -3.20870  -1.166
C: 3.25550 -2.78130 -3.22320  -1.057
Si: 1.56360 -2.20830 -0.11110  0.535
Si: 1.07100 -3.80980 1.66830  1.342
C: 1.94570 -3.49060 3.36000  -0.914
C: -0.77820 -3.97820 2.19780  -1.178
C: 1.58470 -5.66690 1.43830  -1.539
Si: 3.88510 -1.85600 0.52560  0.649
C: 5.01960 -3.38460 0.94150  -1.307
C: 4.06190 -0.87060 2.17270  -0.475
C: 4.98030 -0.92670 -0.76990  -1.434
H: 3.17770 -5.80550 -2.92460  0.366
H: 2.07500 -6.18330 -1.61150  0.320
H: 3.62660 -5.45820 -1.26510  0.237
H: 0.79430 -4.22290 -4.24660  0.437
H: -0.19210 -3.22520 -3.20310  0.118
H: -0.04580 -4.94060 -2.88770  0.351
H: 3.06710 -2.98520 -4.27320  0.440
H: 4.27620 -3.07560 -3.00530  0.415
H: 3.19660 -1.70910 -3.08950  -0.017
H: 1.88100 -2.44190 3.61970  -0.236
H: 2.99870 -3.75310 3.31020  0.391
H: 1.50770 -4.05750 4.18030  0.426
H: -1.29840 -3.04040 2.03220  0.013
H: -0.90580 -4.23750 3.24870  0.524
H: -1.29420 -4.73190 1.60960  0.461
H: 2.59310 -5.71290 1.03900  0.295
H: 0.93190 -6.18300 0.73840  0.338
H: 1.57720 -6.22250 2.37590  0.353
H: 4.56600 -3.98120 1.72540  0.278
H: 6.01500 -3.10150 1.27950  0.378
H: 5.13550 -4.03420 0.08010  0.306
H: 4.01000 -1.54420 3.02250  0.492
H: 3.25010 -0.15820 2.27540  -0.481
H: 4.99410 -0.31440 2.25570  0.585
H: 5.60710 -1.61300 -1.33380  0.498
H: 5.63270 -0.17980 -0.32530  0.517
H: 4.34670 -0.41510 -1.48660  0.255

Calculated values
charge	-2
HOMO (alpha / beta)	0.1369 / -1.6280	eV
calculated total energy	-133359.0807	eV
largest force on an atom	2.4	eV/Å
ΔE to the lowest compared entry with this formula, charge and spin	2.895	eV
LUMO level (alpha / beta)	4.27 / 4.19	eV
spin multiplicity	3